# 1
ORCA calculation (wB97M-V/def2-TZVPD) on 2 unconnected molecules or ions with the total composition C5H11O2S in a non-equilibrium geometry.

ORCA input file:
```
! wB97M-V def2-TZVPD RIJCOSX def2/J DEFGRID3
* xyz -1 1
C 1.001 -1.522 -0.290
C 1.890 -0.464 -0.934
C 0.147 -0.447 2.128
S 1.234 -1.722 1.506
H -0.053 -1.313 -0.454
H 1.192 -2.522 -0.703
H 1.973 -0.708 -1.992
H 2.887 -0.496 -0.496
H 0.680 0.333 2.675
H -0.392 0.203 1.445
H -0.659 -0.900 2.719
H 1.380 0.504 -0.944
C -2.190 1.138 -0.365
C -0.877 1.546 -1.038
O 0.013 2.097 -0.346
O -0.830 1.269 -2.256
H -2.239 0.054 -0.486
H -3.007 1.634 -0.881
H -2.149 1.314 0.710
*
```

Strongest force on any atom (eV Å⁻¹): 1.390
Calculated total energy (eV): -20295.04151
E_HOMO (eV): -4.25
Orbital gap (eV): 7.5

Atomic partial charges in e from the natural (NBO) method, atoms 1 to 6: number 1, C, carries -0.502; number 2, C, carries -0.651; number 3, C, carries -0.789; number 4, S, carries 0.141; number 5, H, carries 0.222; number 6, H, carries 0.196



# 2
ORCA calculation (wB97M-V/def2-TZVPD) on 2 unconnected molecules or ions with the total composition C5H11O3.

ORCA input file:
```
! wB97M-V def2-TZVPD RIJCOSX def2/J DEFGRID3
* xyz -1 1
C 0.898 -0.998 -0.849
C 1.424 0.152 -1.702
C 1.848 -2.195 -0.903
O 0.786 -0.593 0.499
H -0.081 -1.306 -1.234
H 2.412 0.444 -1.340
H 2.837 -1.889 -0.556
H 1.490 -2.996 -0.258
H 1.915 -2.541 -1.938
H -0.016 -0.024 0.531
H 0.756 1.008 -1.594
H 1.464 -0.111 -2.762
C -2.314 1.514 2.387
C -2.159 1.654 0.867
O -1.340 0.884 0.292
O -2.867 2.524 0.314
H -3.304 1.134 2.635
H -2.195 2.500 2.833
H -1.554 0.838 2.779
*
```

Strongest force on any atom (eV Å⁻¹): 0.834
Calculated total energy (eV): -11507.97357
E_HOMO (eV): -4.44
Orbital gap (eV): 8.3

Atomic partial charges in e from the natural (NBO) method, atoms 1 to 6: number 1, C, carries 0.102; number 2, C, carries -0.634; number 3, C, carries -0.614; number 4, O, carries -0.781; number 5, H, carries 0.154; number 6, H, carries 0.190



# 3
ORCA calculation (wB97M-V/def2-TZVPD) on 2 unconnected molecules or ions with the total composition C5H11O3 in a non-equilibrium geometry.

ORCA input file:
```
! wB97M-V def2-TZVPD RIJCOSX def2/J DEFGRID3
* xyz -1 1
O 0.422 -0.667 2.610
C -0.217 -0.242 1.671
C -0.025 1.203 1.106
C 0.734 1.070 -0.198
C -0.122 0.158 -1.000
C -1.342 0.899 -1.724
O -1.933 -0.058 -2.405
H -0.750 -0.888 0.973
H 0.656 1.605 1.933
H -0.998 1.765 1.055
H 1.793 0.826 -0.058
H 0.853 2.020 -0.746
H 0.361 -0.258 -1.885
H -0.566 -0.750 -0.585
H -2.009 1.334 -1.073
H -0.834 1.765 -2.493
H 1.085 -2.388 0.356
H 2.139 -1.148 0.402
O 2.023 -2.077 0.167
*
```

Strongest force on any atom (eV Å⁻¹): 4.513
Calculated total energy (eV): -11503.67494
E_HOMO (eV): -2.50
Orbital gap (eV): 6.2

Atomic partial charges in e from the natural (NBO) method, atoms 1 to 6: number 1, O, carries -0.565; number 2, C, carries 0.445; number 3, C, carries -0.510; number 4, C, carries -0.424; number 5, C, carries -0.491; number 6, C, carries 0.042



# 4
ORCA calculation (wB97M-V/def2-TZVPD) on 2 unconnected molecules or ions with the total composition C5H11O3 in a non-equilibrium geometry.

ORCA input file:
```
! wB97M-V def2-TZVPD RIJCOSX def2/J DEFGRID3
* xyz -2 2
O -0.996 2.168 0.324
C -1.343 1.485 -0.747
C -0.335 0.654 -1.562
C 0.831 0.316 -0.669
C 0.465 -0.701 0.404
C 0.528 -2.230 0.070
O -0.668 -2.864 -0.015
H -2.300 1.712 -1.255
H -0.062 1.152 -2.521
H -0.831 -0.279 -1.825
H 1.137 1.224 -0.153
H 1.731 -0.019 -1.202
H 1.133 -0.524 1.262
H -0.557 -0.539 0.735
H 1.113 -2.327 -0.893
H 1.216 -2.705 0.836
H -0.166 0.440 2.633
H -0.576 1.647 1.824
O -0.320 1.389 2.752
*
```

Strongest force on any atom (eV Å⁻¹): 1.074
Calculated total energy (eV): -11501.51256
⟨S²⟩: 0.754
E_HOMO (alpha / beta) (eV): 2.80 / 0.82
Orbital gap (alpha / beta) (eV): 4.3 / 6.2

Atomic partial charges in e from the natural (NBO) method, atoms 1 to 6: number 1, O, carries -0.872; number 2, C, carries 0.042; number 3, C, carries -0.491; number 4, C, carries -0.411; number 5, C, carries -0.447; number 6, C, carries -0.004



Energy relative to the best compared isomer or geometry (same formula, charge and spin) / kcal per mole: 9.2, 2.2, 101.3, 36.3